[1]
The following is a quantum chemistry calculation of an isolated ion of composition CHN4 and charge -1 at a distorted geometry, from OMol25.

```
6
Properties=species:S:1:pos:R:3:forces:R:3:mulliken_charge:R:1
C 0.55493 -0.42304 -0.36471 -1.4 2.7 2.0 -0.033
N -0.37982 -2.49645 0.17680 2.1 -1.5 -0.8 -0.162
N 1.73313 -0.65334 -0.46206 1.1 0.5 0.1 -0.674
N -0.42934 -1.42970 -0.70160 -1.4 0.5 -1.7 -0.180
N 0.42980 -2.67408 -0.77427 -2.0 -0.4 1.7 -0.140
H -0.14305 0.57086 0.14784 1.6 -1.9 -1.3 0.188
```
Positions in Å, forces in eV/Å.

The calculation puts the energy relative to the best compared isomer or geometry (same formula, charge and spin) at 135.7 kcal per mole. Its electronic energy is -257.56963 hartree. The HOMO energy (spin up / spin down) comes out at -2.38 / -2.38 eV. The net charge is -1. As for the spin multiplicity: 1.

[2]
The following is a quantum chemistry calculation of C28H42N5O6PS3V as an isolated structure at a distorted geometry, from OMol25.

```
86
Properties=species:S:1:pos:R:3:forces:R:3:mulliken_charge:R:1
V -1.04304 0.11684 -0.66390 1.0 0.2 0.5 0.774
S -0.44201 1.72983 1.22926 -0.4 0.0 0.2 -0.646
C -2.01568 1.32713 1.78983 0.0 0.2 0.1 0.906
S -2.99534 0.34344 0.76018 -0.3 0.1 0.5 -0.743
C -2.50676 1.77308 3.03569 -0.2 0.1 0.3 0.500
C -3.82716 1.45979 3.49211 0.5 0.1 -0.1 -0.101
N -4.88318 1.24026 3.90954 0.0 0.0 0.0 -0.717
C -1.73692 2.59444 3.91562 -0.3 -0.3 -0.3 0.042
N -1.15203 3.25356 4.66558 0.0 0.0 0.0 -0.714
C 0.73447 -0.36669 -3.25336 -0.1 0.0 0.1 -1.405
N 0.88318 0.20530 -1.91316 0.2 0.1 0.0 1.071
C 2.03588 -0.41302 -1.25832 -0.1 0.1 -0.1 -1.234
C 1.05277 1.67296 -2.01396 -0.2 -0.1 0.0 -1.087
C -0.25384 2.30292 -2.44741 -0.1 0.0 0.0 0.708
C -0.27387 3.37267 -3.33603 0.0 0.0 0.0 -0.754
C -1.48710 3.91255 -3.75226 0.0 0.0 0.0 -0.580
C -2.66733 3.36053 -3.26598 0.0 -0.1 0.1 -0.676
C -2.62661 2.29573 -2.36641 0.1 0.0 0.0 -0.415
C -1.42502 1.72216 -1.91267 -0.2 0.6 -0.8 0.567
H 1.64653 -0.19013 -3.84518 0.0 0.0 0.0 0.286
H -0.11401 0.09483 -3.75545 0.0 0.0 0.0 0.370
H 0.56263 -1.43859 -3.17037 0.0 0.0 0.0 0.263
H 2.96356 -0.21707 -1.81906 0.0 0.0 0.0 0.384
H 1.87865 -1.48922 -1.19537 0.0 0.0 0.0 -0.061
H 2.13666 -0.01718 -0.25139 0.0 0.0 0.0 0.201
H 1.87135 1.91576 -2.71066 0.1 0.0 0.0 0.308
H 1.33302 2.03010 -1.01932 0.0 0.0 0.0 0.265
H 0.65940 3.79278 -3.70808 0.0 0.0 0.0 0.325
H -1.50946 4.74503 -4.44764 0.0 0.0 0.0 0.330
H -3.62254 3.76322 -3.59426 0.0 0.0 0.0 0.376
H -3.56571 1.89342 -1.99479 0.0 0.0 0.0 0.305
C -1.33936 -2.47930 3.48217 0.0 0.0 0.0 -0.836
C -2.01332 -2.74502 2.14332 0.1 0.1 0.1 -0.883
S -0.88929 -2.50124 0.73058 0.1 0.0 0.5 0.777
O 0.12815 -1.45544 1.15907 -0.6 -0.5 -0.5 -0.185
C -0.05828 -4.10750 0.87012 0.2 0.0 -0.1 -0.790
C 1.31481 -4.04722 0.21421 -0.1 0.0 0.0 -1.144
H -2.09465 -2.28799 4.24584 0.0 0.0 0.0 0.449
H -0.71175 -1.59028 3.39824 0.0 0.0 0.0 0.042
H -0.71165 -3.31006 3.81299 0.0 0.0 0.0 0.240
H -2.81256 -2.02337 1.97971 0.0 0.0 0.0 0.377
H -2.40485 -3.76134 2.04176 0.0 0.0 0.0 0.476
H -0.71171 -4.81021 0.34628 0.0 0.0 0.1 0.491
H 0.00670 -4.37062 1.92816 0.0 0.0 0.0 0.589
H 1.87949 -3.19862 0.60581 0.0 0.0 0.0 0.069
H 1.20703 -3.94243 -0.86634 0.0 0.0 0.0 0.185
H 1.87219 -4.96361 0.41850 0.0 0.0 0.0 0.483
C -1.98018 -5.86831 -4.73189 -0.1 0.1 0.0 -1.049
N -2.01818 -4.64400 -3.95965 0.0 -0.2 -0.1 0.182
C -2.98122 -3.69954 -4.17093 -0.1 -0.1 -0.1 0.227
C -2.98934 -2.54685 -3.49558 0.1 0.1 0.1 -1.455
C -1.91209 -2.30656 -2.53462 -0.1 0.0 0.0 0.042
O -1.90112 -1.22305 -1.91450 -0.3 -0.5 -0.6 -0.148
N -0.96628 -3.24757 -2.34751 0.1 -0.3 -0.2 0.233
C -0.98358 -4.41814 -3.02777 0.1 0.3 0.2 0.114
O -0.14849 -5.31849 -2.89412 0.0 0.0 0.0 -0.777
H -2.96150 -6.03770 -5.17564 0.0 0.0 0.0 0.335
H -1.71754 -6.70012 -4.08450 0.0 0.0 0.0 0.311
H -1.23138 -5.81994 -5.52592 0.0 0.0 0.0 0.280
H -3.73748 -3.95350 -4.90442 0.0 0.0 0.0 0.333
H -3.74777 -1.79331 -3.64096 0.0 0.0 0.0 0.470
C 2.77651 3.03542 4.56780 0.1 0.0 0.0 -1.359
C 1.78646 1.94583 4.22287 0.1 -0.1 -0.1 0.271
O 2.49237 0.71674 3.94488 0.0 0.0 0.1 -0.358
P 2.46000 0.11420 2.41615 0.4 0.0 0.1 0.741
O 3.85568 0.73194 1.79155 0.0 -0.1 0.1 -0.217
C 5.08522 0.73005 2.51266 -0.1 -0.1 -0.1 -0.123
C 6.01047 1.73375 1.86187 0.0 0.0 0.0 -1.364
O 3.11153 -1.35104 2.84863 0.0 0.1 0.0 -0.618
C 2.38913 -2.19964 3.73276 -0.1 0.0 -0.1 0.718
C 3.37960 -2.95332 4.59240 0.1 0.0 0.0 -1.556
H 2.23624 3.92482 4.89811 0.0 0.0 0.0 0.459
H 3.39069 3.29588 3.70193 0.0 0.0 0.0 0.201
H 3.43959 2.70846 5.37370 0.0 0.0 0.0 0.274
H 1.17048 2.22738 3.36974 -0.1 0.0 0.0 -0.167
H 1.11620 1.75610 5.05736 0.0 0.0 0.0 0.367
H 5.51798 -0.27298 2.48596 0.0 0.0 0.0 0.220
H 4.90206 0.98839 3.55798 0.0 0.0 0.0 0.282
H 6.19682 1.46130 0.82134 0.0 0.0 0.0 0.298
H 6.96589 1.77153 2.39204 0.0 0.0 0.0 0.378
H 5.56022 2.72788 1.87416 0.0 0.0 0.0 0.296
H 1.78121 -2.88887 3.14092 -0.1 0.0 0.0 -0.345
H 1.71923 -1.60894 4.36151 0.0 0.0 0.0 0.276
H 4.03860 -3.56041 3.96773 0.0 0.0 0.0 0.293
H 2.85816 -3.60844 5.29504 0.0 0.0 0.0 0.405
H 3.99475 -2.24743 5.15343 0.0 0.0 0.0 0.344
```
Positions in Å, forces in eV/Å.

The calculation puts the energy relative to the best compared isomer or geometry (same formula, charge and spin) at 11.1 kcal per mole. Its electronic energy is -4297.44802 hartree. The HOMO energy (spin up / spin down) comes out at -0.66 / -1.86 eV. The net charge is -2. As for the spin multiplicity: 4.

[3]
The following is a quantum chemistry calculation of C15H23OS2Si as an isolated structure at a distorted geometry, from OMol25.

```
42
Properties=species:S:1:pos:R:3:forces:R:3:mulliken_charge:R:1
C -2.24026 0.87568 3.66699 0.4 0.0 -0.1 -1.064
Si -1.96776 1.31008 1.84958 -2.2 0.5 1.6 0.371
C -3.19369 0.25934 0.88604 0.6 -0.2 -0.4 -1.041
C -2.33179 3.13350 1.66067 0.5 -0.2 -0.2 -1.039
O -0.31506 1.07088 1.44235 0.9 -1.4 -0.9 -0.482
C 0.22661 0.17032 0.63362 -1.4 1.0 0.7 0.550
C 0.40809 0.78794 -0.74372 1.7 3.9 2.9 -1.412
C 0.27139 -1.18950 1.11666 -0.6 -0.2 0.5 0.425
C 0.10888 -2.28233 0.20770 0.2 0.8 0.7 -0.391
C -0.36183 -3.50536 0.67535 0.4 0.3 0.0 -0.827
C -0.57317 -3.69415 2.05296 0.0 0.4 -0.5 -0.322
C -0.37872 -2.65143 2.97188 0.3 0.1 0.3 -0.751
C 0.03703 -1.40510 2.51994 -0.1 -0.2 -0.7 -0.252
H -3.26093 1.15544 3.96940 0.2 0.0 -0.3 0.382
H -2.12846 -0.19537 3.88700 0.0 0.3 0.0 0.306
H -1.55449 1.44833 4.30992 -0.1 -0.2 -0.1 0.345
H -4.22309 0.47989 1.20781 0.4 0.2 0.1 0.414
H -3.16001 0.47402 -0.18811 0.0 -0.2 0.0 0.362
H -3.04461 -0.81818 1.04509 0.0 0.2 -0.1 0.323
H -3.39057 3.34984 1.87256 0.3 -0.2 0.0 0.339
H -1.71191 3.70558 2.36886 -0.2 -0.1 -0.3 0.326
H -2.11263 3.46030 0.63466 -0.1 0.1 0.3 0.325
H -0.44814 0.56909 -1.34241 -0.7 -0.4 -0.4 0.598
H 0.41474 1.88436 -0.53574 -0.7 -0.5 0.0 0.525
H 0.33711 -2.06121 -0.82933 -0.3 -0.5 -0.1 0.488
H -0.54048 -4.30715 -0.03733 0.1 0.1 0.3 0.439
H -0.91224 -4.66382 2.39833 0.0 0.1 0.0 0.426
H -0.54416 -2.81889 4.05438 0.1 0.1 -0.9 0.408
H 0.15766 -0.57134 3.20921 0.0 -0.3 -0.1 0.795
C 3.31767 0.71449 -4.48196 -0.4 -0.1 -0.2 -0.524
C 1.86692 0.32196 -4.28801 -0.3 0.8 -0.7 -0.686
S 1.09543 1.34978 -3.07535 -1.3 -1.0 -0.2 -0.153
C 1.63251 0.50139 -1.60614 0.1 0.1 0.2 0.025
S 3.40721 0.93577 -1.57450 0.8 1.3 2.0 -0.140
C 4.13090 0.50329 -3.21478 -0.4 -1.1 -0.2 -0.507
H 3.70475 0.08056 -5.27539 0.4 -0.1 -0.1 0.304
H 3.35133 1.73822 -4.85922 0.1 0.0 0.2 0.300
H 1.21290 0.58733 -5.12199 0.5 -0.6 -0.6 0.396
H 1.70785 -0.70529 -3.98855 0.0 -0.3 -0.2 0.327
H 1.55440 -0.42853 -1.08432 1.0 -3.0 -2.7 0.381
H 4.34282 -0.56264 -3.08726 0.0 0.1 -0.4 0.332
H 5.10780 0.99289 -3.30686 -0.4 0.2 0.5 0.380
```
Positions in Å, forces in eV/Å.

The calculation puts the energy relative to the best compared isomer or geometry (same formula, charge and spin) at 39.3 kcal per mole. Its electronic energy is -1746.16995 hartree. The HOMO energy comes out at -10.75 eV. The net charge is +1. As for the spin multiplicity: 1.

[4]
The following is a quantum chemistry calculation of a 5-piece molecular cluster, CH10O5 overall at a distorted geometry, from OMol25.

```
16
Properties=species:S:1:pos:R:3:forces:R:3:mulliken_charge:R:1
C -1.07060 1.05265 -0.54295 -1.6 1.9 1.4 -0.055
O -0.43116 1.36999 0.43554 0.8 -0.5 -0.4 -0.432
H -2.14040 0.86148 -0.36378 0.1 -0.8 -0.4 0.205
H -0.79396 1.31616 -1.55994 0.7 -0.6 -0.4 0.263
O -1.70321 0.44449 3.10250 -0.1 -0.1 0.1 -0.630
H -1.13272 1.02500 2.58494 0.1 -0.1 -0.1 0.339
H -1.23972 0.25904 3.92569 0.0 0.1 -0.1 0.302
O 1.90321 0.30327 -3.84684 -0.1 -0.8 -0.2 -0.632
H 1.14900 -0.27438 -4.02203 -0.3 0.4 0.1 0.320
H 2.60753 -0.34853 -3.95639 0.3 0.4 0.1 0.312
O -0.97952 -1.76601 -0.18999 0.8 0.6 1.8 -0.622
H -0.20946 -1.27678 0.17711 0.4 -0.1 -1.1 0.294
H -1.27857 -1.92431 0.72525 -1.0 -0.5 -0.6 0.344
O 1.56567 -0.52185 1.08525 -1.6 -1.1 -0.8 -0.622
H 1.47534 0.41479 0.88176 0.9 0.0 0.6 0.330
H 2.27855 -0.93501 1.56390 0.5 1.1 0.1 0.284
```
Positions in Å, forces in eV/Å.

The calculation puts the energy relative to the best compared isomer or geometry (same formula, charge and spin) at 24.6 kcal per mole. Its electronic energy is -420.24362 hartree. The HOMO energy comes out at -10.48 eV. As for the spin multiplicity: 1.

[5]
The following is a quantum chemistry calculation of a 2-piece molecular cluster, C2H8S2 overall at a distorted geometry, from OMol25.

```
12
Properties=species:S:1:pos:R:3:forces:R:3:mulliken_charge:R:1
C 2.37071 0.09627 -1.40801 -1.7 0.7 0.1 -0.927
H 1.38871 -0.18309 -1.81971 0.0 -0.2 0.6 0.208
H 2.52866 1.02310 -1.95805 1.2 -0.4 -0.3 0.283
H 2.99162 -0.78049 -1.47461 0.7 0.3 -0.4 0.273
H 2.29340 0.43518 -0.37335 -0.2 -0.3 0.1 0.173
C -2.35433 0.18509 0.28577 -0.7 -0.2 -0.5 -0.748
S -1.85072 -1.03700 1.51360 1.8 1.6 0.7 0.319
S -0.32919 0.06691 2.42769 -1.3 -0.8 -1.0 0.081
H -1.65334 0.97565 0.02320 0.4 -0.4 0.3 0.364
H -3.29894 0.67114 0.54315 0.0 -0.4 0.2 0.375
H -2.50662 -0.47670 -0.57937 -0.1 0.4 0.0 0.314
H 0.42003 -0.97606 2.81970 -0.1 -0.3 0.2 0.286
```
Positions in Å, forces in eV/Å.

The calculation puts the energy relative to the best compared isomer or geometry (same formula, charge and spin) at 5.6 kcal per mole. Its electronic energy is -877.03076 hartree. The HOMO energy (spin up / spin down) comes out at -15.36 / -15.37 eV. The net charge is +1. As for the spin multiplicity: 2.

[6]
The following is a quantum chemistry calculation of an isolated ion of composition CH6NO4P2 and charge -1 at a distorted geometry, from OMol25.

```
14
Properties=species:S:1:pos:R:3:forces:R:3:mulliken_charge:R:1
N 0.16852 -1.53729 -1.28941 0.1 1.1 1.2 -0.799
C 0.48601 -0.80454 -0.01254 -2.9 -1.4 2.9 -0.136
P 2.05107 0.13063 0.00895 0.1 -0.4 0.1 -0.035
O 1.90575 0.94015 1.40055 4.2 -0.4 -0.8 -0.442
P -1.03159 0.28644 0.52925 1.3 1.0 1.5 0.783
O -0.65790 0.99094 1.81465 -0.1 -0.7 -0.4 -0.856
O -2.26895 -0.51515 0.39167 -0.2 -0.7 -0.3 -0.730
O -1.13842 1.52062 -0.54964 1.9 1.3 2.7 -0.489
H -0.73134 -1.96765 -1.06348 0.1 -0.1 -0.2 0.363
H -0.12114 -0.68564 -1.74987 -0.2 -0.2 -1.5 0.302
H 0.29400 -1.52375 0.91745 1.3 1.0 -1.8 0.325
H 1.45872 1.03246 -0.89092 0.1 0.5 -0.5 -0.007
H 1.06017 1.06685 1.74062 -3.7 0.5 1.0 0.443
H -1.47490 1.06593 -1.24728 -2.0 -1.5 -3.9 0.277
```
Positions in Å, forces in eV/Å.

The calculation puts the energy relative to the best compared isomer or geometry (same formula, charge and spin) at 0.8 kcal per mole. Its electronic energy is -1080.28771 hartree. The HOMO energy comes out at -4.68 eV. The net charge is -1. As for the spin multiplicity: 1.

[7]
The following is a quantum chemistry calculation of an isolated ion of composition C3H10NO and charge +1 at a distorted geometry, from OMol25.

```
15
Properties=species:S:1:pos:R:3:forces:R:3:mulliken_charge:R:1
C -1.04871 -1.30787 -0.87852 -1.6 -2.6 -0.5 -1.384
C -0.33753 -0.46541 0.13458 1.8 -1.2 2.6 0.601
O -1.21604 0.47793 0.73093 -1.0 -1.1 0.3 -0.613
C 0.89841 0.29484 -0.33369 1.1 -0.6 -1.1 -0.654
N 1.12526 1.43488 0.57729 1.7 1.8 3.5 -0.351
H -0.70349 -1.36798 -1.90900 0.9 0.1 0.2 0.335
H -1.31175 -2.39425 -0.56709 1.0 1.7 -0.2 0.333
H -2.05511 -0.94020 -1.07363 -0.1 0.6 0.4 0.393
H 0.25015 -1.11453 1.00687 -2.3 0.9 -1.7 0.209
H -2.03711 -0.04485 0.94918 1.1 1.1 -0.1 0.349
H 0.79638 0.67741 -1.37569 0.6 -0.5 0.7 0.368
H 1.80939 -0.37537 -0.02377 -1.6 1.1 -1.9 0.311
H 2.10878 1.37883 0.91189 -0.6 -0.5 0.1 0.400
H 1.19889 2.47397 0.40941 -1.5 -1.2 -1.0 0.336
H 0.52247 1.27261 1.44124 0.5 0.6 -1.2 0.366
```
Positions in Å, forces in eV/Å.

The calculation puts the energy relative to the best compared isomer or geometry (same formula, charge and spin) at 39.4 kcal per mole. Its electronic energy is -249.99106 hartree. The HOMO energy comes out at -14.94 eV. The net charge is +1. As for the spin multiplicity: 1.

[8]
The following is a quantum chemistry calculation of CHI2PS as an isolated structure at a distorted geometry, from OMol25.

```
6
Properties=species:S:1:pos:R:3:forces:R:3:mulliken_charge:R:1
C 0.79426 0.03194 -0.52656 -0.9 -1.0 -0.9 -0.721
P -0.36010 -0.70282 -2.42083 -0.3 1.1 2.5 0.356
S -2.24096 -0.71265 -1.98055 1.5 0.0 -0.4 -0.189
I 2.34568 1.52165 -0.49350 -0.6 -0.8 -0.2 0.072
I 1.31246 -2.08032 -0.35702 0.4 0.1 -0.2 0.069
H 0.25081 0.06978 0.43510 -0.1 0.6 -0.8 0.413
```
Positions in Å, forces in eV/Å.

The calculation puts the energy relative to the best compared isomer or geometry (same formula, charge and spin) at 22.5 kcal per mole. Its electronic energy is -1373.57063 hartree. The HOMO energy comes out at -8.71 eV. As for the spin multiplicity: 1.

Q: What is the formula in the eighth record?
A: CHI2PS